{"formula": "C11H24ClInN3S", "method": "the ωB97M-V functional and the def2-TZVPD basis", "symbols": ["N", "In", "Cl", "C", "C", "C", "S", "H", "H", "H", "H", "H", "H", "H", "H", "H", "H", "C", "C", "C", "C", "N", "H", "H", "H", "H", "H", "H", "H", "C", "C", "C", "C", "N", "H", "H", "H", "H", "H", "H", "H"], "coordinates": [[2.5370, 2.0419, 1.2557], [1.3133, 1.0947, -0.1758], [0.2951, -0.8083, 1.0909], [-0.3594, 2.4262, -0.6071], [-1.1976, 2.6788, 0.6667], [-2.6708, 2.2623, 0.6056], [-3.0107, 0.6198, -0.1138], [3.3669, 1.5131, 1.5036], [2.8516, 2.9627, 0.9634], [2.1585, 0.3856, -1.5191], [-0.9836, 2.0030, -1.3981], [0.0568, 3.3746, -0.9645], [-0.7690, 2.1848, 1.5457], [-1.2043, 3.7500, 0.9122], [-3.2643, 2.9535, -0.0026], [-3.0892, 2.2743, 1.6151], [-2.4151, -0.0828, 0.8650], [-3.2377, -1.9788, 3.2825], [-1.9017, -2.0817, 4.0031], [-1.7685, -1.0589, 5.1405], [-1.7783, 0.3023, 4.6031], [-1.7236, 1.3175, 4.0691], [-3.3567, -1.0006, 2.8149], [-3.3112, -2.7293, 2.4954], [-4.0734, -2.1281, 3.9726], [-1.0843, -1.9258, 3.2957], [-1.7795, -3.0792, 4.4331], [-0.8287, -1.1997, 5.6770], [-2.5792, -1.1669, 5.8652], [2.4644, -2.2044, -3.7119], [2.4962, -1.7921, -5.1788], [3.4510, -0.6159, -5.4237], [3.0198, 0.5685, -4.6801], [2.7179, 1.4481, -4.0069], [2.1154, -1.3880, -3.0766], [1.8004, -3.0557, -3.5601], [3.4610, -2.4899, -3.3672], [1.4946, -1.5076, -5.5084], [2.8144, -2.6269, -5.8087], [3.5147, -0.3670, -6.4844], [4.4579, -0.8740, -5.0882]], "homo_lumo_gap_ev": 7.18, "total_charge": -1, "e_homo_ev": -4.40, "mol_weight_g_mol": 380.67, "energy_ev": -44799.5719}

=====

{"formula": "C2H2N3S2", "method": "the ωB97M-V functional and the def2-TZVPD basis", "symbols": ["C", "C", "N", "N", "N", "S", "S", "H", "H"], "coordinates": [[-0.0929, -1.3279, -1.0377], [-0.2372, 0.0312, -1.4048], [-1.0063, 1.3957, 0.3303], [0.6818, 0.0943, 1.7694], [-0.6893, 1.2090, -0.8819], [0.3614, -2.7470, -0.7466], [-0.5129, 1.0227, 1.8404], [0.0661, 0.2407, -2.3496], [1.4293, 0.0815, 2.4804]], "homo_lumo_gap_ev": 7.04, "total_charge": 1, "e_homo_ev": -14.08, "mol_weight_g_mol": 132.19, "de_lowest_kj_mol": 221.45, "energy_ev": -28234.2786}

=====

{"formula": "C30H63CdF4N8O9S4", "method": "the ωB97M-V functional and the def2-TZVPD basis", "symbols": ["Cd", "C", "C", "O", "H", "H", "H", "H", "H", "C", "C", "N", "C", "C", "N", "C", "C", "H", "H", "H", "H", "H", "H", "H", "H", "H", "H", "H", "C", "C", "N", "C", "C", "N", "C", "C", "H", "H", "H", "H", "H", "H", "H", "H", "H", "H", "H", "C", "C", "C", "N", "C", "C", "C", "C", "C", "H", "H", "H", "H", "H", "H", "H", "H", "H", "H", "H", "H", "H", "H", "H", "H", "H", "H", "C", "C", "C", "N", "C", "C", "C", "C", "C", "H", "H", "H", "H", "H", "H", "H", "H", "H", "H", "H", "H", "H", "H", "H", "H", "H", "H", "N", "S", "O", "O", "F", "S", "O", "O", "F", "N", "S", "O", "O", "F", "S", "O", "O", "F"], "coordinates": [[0.3652, 3.0864, 6.6926], [-0.8941, 0.6517, 0.3451], [0.3254, 0.6683, 1.2051], [0.0648, 0.7456, 2.5965], [-1.3693, 1.6323, 0.3199], [-1.5845, -0.1461, 0.6191], [-0.5136, 0.4024, -0.6454], [0.9429, 1.5074, 0.8845], [0.9664, -0.1728, 0.9408], [12.2628, 7.9556, -3.7871], [12.1262, 6.9988, -2.5900], [10.7788, 6.4831, -2.6315], [10.3578, 5.4732, -3.4820], [9.0147, 5.1981, -3.2309], [8.6445, 5.9757, -2.1704], [9.7257, 6.8864, -1.9321], [7.4145, 6.0028, -1.4543], [13.2861, 8.3311, -3.7871], [11.4434, 8.6720, -3.8463], [12.1648, 7.3629, -4.6966], [12.2018, 7.5799, -1.6709], [12.9019, 6.2362, -2.6583], [11.0584, 5.0351, -4.1775], [8.3144, 4.5073, -3.6767], [9.7819, 7.5112, -1.0530], [7.0456, 7.0208, -1.3286], [7.5939, 5.6835, -0.4277], [6.8141, 5.2617, -1.9819], [-10.7774, -0.4292, 6.5896], [-10.7208, -0.6069, 5.0840], [-9.3612, -0.6812, 4.6454], [-8.5498, 0.3563, 4.2075], [-7.2492, -0.0648, 4.0321], [-7.2899, -1.4160, 4.3526], [-8.5663, -1.8203, 4.6591], [-6.1269, -2.3238, 4.3171], [-10.3149, 0.5209, 6.8572], [-10.2702, -1.2259, 7.1337], [-11.8008, -0.3918, 6.9630], [-11.1128, 0.2448, 4.5281], [-11.2530, -1.4947, 4.7423], [-8.9839, 1.3394, 4.0998], [-6.3343, 0.4681, 3.8188], [-8.7696, -2.8127, 5.0336], [-6.3041, -3.1221, 5.0378], [-5.1681, -1.8463, 4.5189], [-6.0603, -2.7949, 3.3364], [-10.9841, -4.9228, -6.5081], [-9.5105, -5.1124, -6.0459], [-8.9912, -3.8330, -5.3100], [-7.4823, -3.6658, -4.9764], [-7.2485, -4.3903, -3.5663], [-6.5575, -4.2448, -6.0569], [-5.3368, -3.2995, -5.9955], [-5.8926, -1.9433, -5.6622], [-7.0941, -2.1993, -4.7510], [-11.0918, -3.9901, -7.0618], [-11.7032, -4.9635, -5.6900], [-11.1479, -5.7650, -7.1803], [-8.8681, -5.4401, -6.8631], [-9.6136, -5.9967, -5.4170], [-9.5816, -3.6165, -4.4197], [-9.2356, -2.9703, -5.9298], [-7.4764, -5.4235, -3.8282], [-7.8444, -3.8838, -2.8069], [-6.1722, -4.2755, -3.4379], [-6.4057, -5.3143, -5.9116], [-7.0332, -4.0509, -7.0183], [-4.8665, -3.6255, -5.0678], [-4.6047, -3.3266, -6.8026], [-5.2459, -1.2472, -5.1280], [-6.2289, -1.3917, -6.5401], [-6.9076, -2.0258, -3.6912], [-7.9162, -1.5481, -5.0481], [2.9894, -4.5884, 6.2467], [4.4049, -4.9221, 6.0192], [5.0363, -3.8542, 5.0186], [6.5630, -4.1788, 4.6889], [7.4256, -3.8764, 5.9501], [7.0149, -3.2934, 3.5492], [7.1106, -4.2003, 2.2996], [6.5062, -5.5594, 2.6589], [6.8366, -5.6094, 4.1602], [2.3501, -4.5971, 5.3639], [2.7558, -3.5997, 6.6416], [2.5033, -5.3429, 6.8653], [4.4070, -5.9374, 5.6226], [4.8768, -4.8305, 6.9975], [4.9847, -2.7901, 5.2494], [4.4859, -4.0311, 4.0945], [7.1930, -4.7348, 6.5803], [7.0751, -2.9549, 6.4150], [8.4919, -3.8213, 5.7311], [7.9713, -2.8129, 3.7554], [6.3008, -2.4733, 3.4741], [8.1159, -4.4431, 1.9554], [6.5092, -3.8890, 1.4455], [6.9075, -6.4312, 2.1423], [5.4315, -5.6310, 2.4917], [7.9125, -5.6752, 4.3221], [6.3959, -6.3891, 4.7815], [3.3938, 3.2564, -7.1073], [2.4482, 1.8796, -6.9077], [3.0986, 0.8967, -5.9491], [1.6217, 1.3427, -7.9610], [1.2789, 2.5299, -5.8972], [3.9064, 2.9329, -8.3979], [3.0500, 3.2253, -9.5777], [4.8377, 1.8300, -8.6373], [4.8910, 4.2100, -8.3829], [-1.3174, 9.6354, 4.0006], [-0.1984, 10.6369, 4.2461], [0.3412, 11.3548, 3.0620], [0.6492, 10.3576, 5.4420], [-1.0445, 11.8550, 4.9058], [-0.2397, 8.4528, 3.4634], [0.0451, 7.5147, 4.5915], [0.7737, 8.8077, 2.4801], [-1.2710, 7.7658, 2.4890]], "homo_lumo_gap_ev": 1.12, "total_charge": 3, "e_homo_ev": -11.53, "mol_weight_g_mol": 996.55, "de_lowest_kj_mol": 1294.06, "energy_ev": -121215.6374}

=====

{"formula": "C3H5N", "method": "the ωB97M-V functional and the def2-TZVPD basis", "symbols": ["C", "C", "C", "N", "H", "H", "H", "H", "H"], "coordinates": [[-2.2286, -0.1285, -0.2033], [-1.0553, 0.9580, -0.1329], [0.2737, 0.1630, 0.0515], [-2.9056, -1.0763, -0.1592], [-1.3189, 1.4230, 0.7649], [-1.1800, 1.4783, -1.0463], [1.1747, 0.3797, -0.6592], [0.1526, -0.8683, -0.0221], [0.7854, 0.4124, 1.0591]], "homo_lumo_gap_ev": 12.61, "total_charge": 0, "e_homo_ev": -11.73, "mol_weight_g_mol": 55.08, "smiles": "CCC#N", "de_lowest_kj_mol": 85.14, "energy_ev": -4680.9747}